Entry 1:
Here is one molecule with the formula C7H5N3O2 at a distorted geometry from the Open Molecules 2025 dataset. Energies are from ωB97M-V with the def2-TZVPD basis set.

Geometry as XYZ:
```
17
Properties=species:S:1:pos:R:3:forces:R:3
O -3.8126 -0.8216 -0.0128 -2.214 -0.654 0.262
C -2.7929 -0.2404 0.0130 0.967 -0.153 -0.901
N -1.5482 -0.8240 0.0245 -0.330 2.413 0.286
C -0.6199 0.1532 0.0490 -0.485 0.574 -0.291
C 0.8267 0.0003 0.0808 -0.289 0.184 -0.097
C 1.5912 1.1337 0.1256 -0.336 1.577 1.093
C 2.9483 1.0057 -0.0302 -1.319 3.217 0.639
C 3.5423 -0.2042 -0.1365 -0.958 -1.112 0.187
N 2.8716 -1.3510 -0.0151 -2.462 0.485 -0.357
C 1.4753 -1.1958 0.0499 2.839 -0.302 -0.300
N -1.1910 1.3099 -0.0561 0.249 0.416 0.125
O -2.5892 1.0782 -0.1065 0.776 0.311 0.354
H -1.4915 -1.7671 0.0806 0.577 -3.217 0.264
H 1.0741 2.0730 0.4630 0.845 -0.762 -0.960
H 3.4540 1.9711 0.0542 0.585 -0.647 -0.288
H 4.5768 -0.1455 -0.2879 1.530 -0.930 -0.073
H 0.8482 -2.0443 0.0619 0.023 -1.399 0.059
```
Positions in Å, forces in eV/Å.

Multiplicity = 1
LUMO level = -0.1 eV
SMILES string = O=c1[nH]c(-c2cccnc2)no1
Molar mass = 163.136 g/mol
Frontier orbital gap = 9.69 eV

=====

Entry 2:
Here is C2H10NO as an isolated structure at a distorted geometry from the Open Molecules 2025 dataset. Energies are from ωB97M-V with the def2-TZVPD basis set.

Geometry as XYZ:
```
14
Properties=species:S:1:pos:R:3:forces:R:3
N 1.5751 1.6794 -0.8328 -0.159 -1.595 0.155
H 2.3477 1.3078 -0.3038 0.640 0.725 1.065
H 0.7963 0.7915 -0.2974 0.725 0.174 -0.250
H 1.3922 2.6627 -0.6774 0.094 0.057 0.270
H 2.0195 1.5592 -1.7395 -0.986 0.018 -0.709
C -0.4927 -1.2621 0.1161 1.999 -1.016 -0.449
O 0.6268 -0.2468 0.5413 -0.707 1.809 0.361
C -1.8673 -0.9399 0.4947 -0.158 4.490 0.218
H -0.4783 -1.3656 -1.0327 0.956 0.239 1.903
H -0.0954 -2.1273 0.6457 -0.189 -0.262 -0.540
H 0.7243 0.1454 1.5072 -1.115 -1.766 -2.527
H -2.1707 -0.1318 -0.2369 -0.208 -0.855 0.634
H -2.5547 -1.7568 0.3605 -0.142 -0.331 0.599
H -1.8229 -0.3156 1.4550 -0.748 -1.687 -0.730
```
Positions in Å, forces in eV/Å.

Total charge = +1
Multiplicity = 1
LUMO level = -3.6 eV
Molar mass = 64.108 g/mol
Frontier orbital gap = 12.06 eV

=====

Entry 3:
Here is a 10-piece molecular cluster, C4H32N2O9 overall at a distorted geometry from the Open Molecules 2025 dataset. Energies are from ωB97M-V with the def2-TZVPD basis set.

Geometry as XYZ:
```
47
Properties=species:S:1:pos:R:3:forces:R:3
C 0.6669 -1.2080 2.5624 0.315 -0.385 -0.537
C 0.4313 -1.1601 1.0557 1.379 1.339 -0.555
C 0.0038 -2.5079 0.4618 -0.562 0.191 -0.162
C -1.4931 -2.5601 0.1761 -1.078 -0.398 -0.386
N -1.8076 -2.0090 -1.2662 0.915 -0.394 2.161
N 1.7326 -0.7780 0.3117 -0.291 -0.237 0.928
H -0.3470 -1.1429 2.9722 0.452 -0.159 0.543
H 1.1913 -2.1394 2.7961 -0.478 -0.159 0.246
H 1.3492 -0.4438 2.9536 -0.633 0.341 -0.274
H -0.2093 -0.2952 0.8351 -0.261 -0.567 -0.067
H 0.2973 -3.2799 1.1890 -0.329 0.039 -0.415
H 0.5477 -2.7260 -0.4757 -0.015 0.029 0.379
H -1.8932 -3.5852 0.0737 0.430 0.368 0.507
H -2.0871 -1.9952 0.9219 0.179 -0.322 -0.462
H -2.7431 -2.3053 -1.5353 0.175 -0.025 -0.286
H -1.6749 -0.9766 -1.3114 0.260 -0.169 -0.375
H -1.0493 -2.4684 -1.7699 -0.603 0.234 -0.911
H 2.2040 0.0211 0.7667 -0.176 -0.153 0.113
H 1.5443 -0.4476 -0.6418 0.082 -0.210 -0.309
H 2.3102 -1.6392 0.3019 0.299 0.519 -0.337
H 2.0526 1.2728 -2.2875 -0.439 0.080 0.451
H 2.2018 0.0646 -3.0745 -0.548 -0.563 -0.083
O 1.5813 0.4070 -2.4112 1.242 0.584 -0.258
H 3.6971 3.0564 -2.4617 0.016 -0.769 -0.044
H 2.5846 3.6105 -1.7131 -0.450 -0.674 0.289
O 2.9281 2.7312 -1.9610 0.472 1.462 -0.266
H -2.9292 0.0806 1.6877 -0.287 -0.099 0.824
H -3.5553 -0.7354 2.9282 -0.141 0.275 -0.038
O -2.9257 -0.7564 2.2059 0.422 -0.340 -0.477
H -2.6611 2.9314 -2.7426 0.338 0.085 0.650
H -3.6513 1.8807 -2.5835 -0.167 -0.267 0.534
O -2.8943 2.2407 -2.0917 -0.509 0.408 -1.452
H -1.6612 1.1107 -2.0179 0.375 -0.434 0.694
H -0.1492 0.9043 -2.0076 0.138 -0.770 0.167
O -0.9528 0.5412 -1.5868 -0.772 1.080 -0.589
H 0.9319 2.3436 0.8667 0.251 0.654 0.442
H 2.1511 2.6443 1.8390 -0.150 0.350 0.151
O 1.7836 2.0295 1.2093 0.149 -1.418 -0.543
H 3.5962 -3.9490 -0.2659 -0.208 0.104 -0.250
H 3.8546 -3.1692 0.9864 0.010 0.110 0.082
O 3.2981 -3.1553 0.1974 0.272 -0.249 0.309
H -3.1579 2.2337 0.8942 0.081 -0.082 -0.657
H -2.1326 1.2861 0.0560 -0.367 0.809 -0.032
O -2.5119 1.5211 0.9166 0.440 -0.374 0.372
H -0.9064 4.0526 1.0081 -0.238 -0.176 -0.298
H 0.4603 4.4773 1.3637 0.246 0.071 -0.304
O -0.0061 3.9917 0.6678 -0.235 0.258 0.523
```
Positions in Å, forces in eV/Å.

Total charge = +2
Multiplicity = 1
LUMO level = -5.2 eV
Molar mass = 252.305 g/mol
Frontier orbital gap = 11.16 eV

=====

Entry 4:
Here is C29H24Cl4N3O2OsPSi as an isolated structure at a distorted geometry from the Open Molecules 2025 dataset. Energies are from ωB97M-V with the def2-TZVPD basis set.

Geometry as XYZ:
```
65
Properties=species:S:1:pos:R:3:forces:R:3
Os 0.0301 -0.5734 0.4378 1.677 1.994 3.043
Cl 4.4623 -1.7744 6.2852 -0.588 0.327 -0.763
C 3.2334 -1.2939 5.1871 -0.147 -0.208 0.265
C 1.8987 -1.2006 5.6752 0.431 -0.049 1.260
C 0.8395 -0.8949 4.8537 0.868 0.051 -0.619
C 1.0706 -0.7151 3.4487 -0.163 0.449 0.237
O 0.0726 -0.5688 2.6359 0.189 -0.535 -0.027
C 2.4430 -0.5949 3.0031 2.083 -0.733 -0.170
C 2.7956 -0.2349 1.6806 1.853 -0.899 1.526
O 1.9231 -0.0243 0.7537 -2.593 0.088 -2.577
C 3.5457 -0.9851 3.8254 -1.383 0.286 -0.409
H 1.7867 -1.3461 6.7728 -0.149 0.112 -1.053
H -0.1596 -0.7223 5.2121 -0.216 -0.298 0.211
H 3.8698 -0.2355 1.3907 -0.905 0.039 0.072
H 4.5647 -1.0621 3.3922 -0.834 0.130 0.596
N -2.0358 -0.2475 -1.8708 0.268 -0.463 0.193
P -0.2898 -0.2600 -1.7914 -2.346 1.080 -2.388
C 0.0142 1.4463 -2.3233 1.384 0.491 0.091
C 1.3615 1.8020 -2.1357 0.049 -0.272 -0.090
C 1.8411 3.0808 -2.4470 1.021 -0.191 0.563
C 0.9735 4.0149 -2.9837 -0.800 -0.932 -0.752
C -0.3554 3.6349 -3.2318 0.074 -0.233 -0.014
C -0.8672 2.3911 -2.8993 0.361 -0.858 1.301
C 0.1527 -1.3331 -3.1419 -0.325 -0.458 0.003
C -0.6613 -2.3964 -3.5699 -1.001 0.006 0.925
C -0.1766 -3.3050 -4.4752 -2.273 -0.812 -0.469
C 1.0729 -3.1704 -5.0428 -0.689 -0.480 0.325
C 1.8455 -2.1190 -4.6855 0.987 1.509 0.464
C 1.3815 -1.1877 -3.7364 1.794 -0.255 -0.065
C -2.7182 -0.5745 -0.7375 -1.290 -0.531 -0.011
C -4.1589 -0.6196 -0.6988 -0.186 0.817 1.082
C -4.7675 -0.9069 0.5234 0.811 -0.792 0.314
C -3.9761 -1.4106 1.6063 0.493 0.060 -0.025
C -2.6074 -1.3145 1.5212 -0.469 -0.348 -0.699
N -1.9801 -0.8845 0.3780 -0.961 0.304 -0.758
H -2.5415 -0.1729 -2.7770 0.576 -0.115 1.128
H 2.0335 0.9955 -1.7827 -0.096 0.865 0.023
H 2.9117 3.3295 -2.2447 -1.069 -0.246 -0.335
H 1.2854 4.9604 -3.3895 0.298 0.299 0.352
H -1.0137 4.3013 -3.7469 -0.251 0.523 -0.050
H -1.9343 2.1680 -2.9157 0.273 0.195 -0.480
H -1.6809 -2.5930 -3.1586 1.040 0.452 -0.297
H -0.9389 -4.0786 -4.7736 1.380 0.554 0.163
H 1.4253 -3.9214 -5.6905 0.407 -0.649 -0.860
H 2.8437 -2.0020 -5.1167 -0.363 0.036 0.235
H 2.1089 -0.4587 -3.3575 -0.460 -0.087 -0.438
H -4.8220 -0.2594 -1.5155 1.022 -0.348 0.401
H -5.8425 -0.8159 0.7316 0.452 -0.112 -0.667
H -4.4010 -1.9164 2.4862 0.032 0.706 -0.444
H -1.8875 -1.5820 2.2800 -0.367 -0.181 0.382
C -0.6410 3.8829 2.5110 -0.067 0.446 0.136
C -1.7797 3.1040 2.4106 -0.821 -1.018 -0.121
C -1.7160 1.8069 1.8513 1.761 1.871 -0.209
N -0.5897 1.4330 1.1869 -0.924 0.319 0.123
C 0.4521 2.2585 1.1520 1.032 0.195 -0.186
C 0.4960 3.4347 1.8555 0.054 0.671 -0.039
H -0.6665 4.8201 3.0997 0.079 -0.601 -0.651
H -2.7488 3.4874 2.7398 0.406 -0.337 0.314
H -2.4992 1.1017 2.0052 -0.502 -0.325 -0.340
H 1.3679 1.9229 0.6203 -1.096 0.475 0.318
H 1.4016 4.0201 1.7903 0.021 0.067 0.255
Cl 0.8396 -3.5958 2.1426 -0.097 0.228 -0.528
Si 0.6345 -2.7772 0.2255 0.508 -3.068 -0.246
Cl 2.3496 -3.3790 -0.7551 -0.336 0.583 0.169
Cl -0.8711 -3.8885 -0.6768 0.078 0.208 0.309
```
Positions in Å, forces in eV/Å.

Total charge = +2
Multiplicity = 5
LUMO level (alpha / beta) = -5.8 / -8.7 eV
Molar mass = 837.632 g/mol
Frontier orbital gap (alpha / beta) = 6.18 / 5.75 eV
Expectation value of S² = 6.036

=====

Entry 5:
Here is C17H17IN6O5S2Ti as an isolated structure from the Open Molecules 2025 dataset. Energies are from ωB97M-V with the def2-TZVPD basis set.

Geometry as XYZ:
```
49
Properties=species:S:1:pos:R:3:forces:R:3
Ti -0.1912 0.0641 -0.3752 -0.469 -0.308 -0.345
C 3.8106 -0.2552 -0.3767 0.050 -0.041 0.036
C 2.8505 -0.8450 0.5883 -0.143 -0.036 0.035
N 1.5238 -0.7235 0.6079 -0.137 0.179 -0.212
C 1.0605 -1.5099 1.6606 0.019 0.051 0.010
C 2.1151 -2.0892 2.2848 0.061 0.051 -0.012
N 3.2118 -1.6542 1.5938 0.242 -0.080 0.078
C 2.3301 -3.0247 3.4395 0.174 0.021 -0.252
O 1.2689 -3.4418 4.0849 -0.105 -0.108 0.194
O 3.4602 -3.3453 3.6816 -0.079 0.020 0.073
C -0.3846 -1.6339 1.8837 0.140 -0.092 0.257
O -0.8751 -2.2539 2.7975 -0.030 -0.034 -0.091
O -1.0926 -0.9899 0.9687 0.066 0.247 -0.131
H 3.3003 0.3935 -1.0790 -0.019 0.029 -0.008
H 4.3143 -1.0461 -0.9352 -0.018 -0.012 0.027
H 4.5719 0.3238 0.1474 -0.017 0.001 0.001
H 4.1497 -1.9499 1.8446 0.000 0.002 0.001
H 0.4268 -3.0766 3.7358 0.022 0.043 -0.023
O -1.4910 1.0307 -1.3184 0.352 -0.113 0.284
N -1.4024 1.6119 -2.5233 0.032 0.094 -0.297
C -2.4572 2.3290 -2.9727 -0.118 -0.123 0.239
C -2.3853 2.9265 -4.1947 0.055 0.050 -0.162
C -1.2185 2.7782 -4.9534 0.022 -0.008 -0.009
C -0.1608 2.0428 -4.4656 -0.031 0.076 -0.135
C -0.2518 1.4442 -3.2121 -0.088 -0.042 0.165
S 0.9970 0.5270 -2.4681 0.070 -0.244 0.349
H -3.3058 2.3687 -2.3057 0.020 0.003 -0.005
H -3.2248 3.5001 -4.5588 0.000 -0.015 0.028
H -1.1470 3.2433 -5.9280 0.009 -0.012 0.025
H 0.7510 1.9156 -5.0316 -0.012 0.000 0.004
N -2.4823 -3.0708 -0.2463 0.096 -0.036 -0.056
C -1.5707 -3.2714 -1.1834 -0.058 0.081 0.195
N -1.6242 -4.3758 -1.9127 0.051 -0.085 -0.058
S -0.2954 -2.1681 -1.5961 -0.097 0.338 -0.232
H -3.2029 -3.7541 -0.0725 -0.028 0.015 0.034
H -2.3900 -2.2874 0.3826 -0.026 -0.010 -0.011
H -2.2793 -5.1181 -1.7215 -0.039 0.023 -0.009
H -0.9675 -4.5118 -2.6637 0.027 -0.007 0.009
I 1.9411 3.0370 0.0113 -0.110 -0.009 0.197
C 0.4278 2.7006 1.4130 0.134 -0.012 -0.157
C 0.2852 3.6345 2.4223 -0.023 0.063 0.078
C -0.7404 3.4769 3.3396 0.021 -0.030 -0.052
C -1.5901 2.3908 3.1989 -0.008 0.093 0.095
C -1.3684 1.5007 2.1745 -0.046 -0.085 -0.054
N -0.3620 1.6257 1.2818 0.018 0.062 -0.069
H 0.9674 4.4698 2.4787 -0.012 0.005 0.013
H -0.8726 4.1931 4.1399 -0.003 -0.011 -0.008
H -2.4162 2.2233 3.8754 0.018 0.010 -0.006
H -2.0138 0.6447 2.0574 0.015 -0.003 -0.031
```
Positions in Å, forces in eV/Å.

Total charge = +2
Multiplicity = 1
LUMO level = -7.6 eV
Molar mass = 624.265 g/mol
Frontier orbital gap = 6.90 eV

=====

Computed energy relative to the best compared isomer or geometry (same formula, charge and spin) (eV) in order:
1.605; 1.946; 0.000; 0.141; 0.166
Computed total energy (eV) in order:
-15903.898; -5765.736; -26062.346; -108739.364; -89960.257